Entry a
An isolated molecule of C2H4IPS, computed with wB97M-V/def2-TZVPD.

CARTESIAN COORDINATES (ANGSTROEM)
1 S 1.1950 -2.5737 0.4032
2 P -0.1708 -0.9933 -0.6732
3 C -0.5786 0.9056 -0.3283
4 C -1.3041 -0.1364 0.4686
5 I -3.4400 -0.3618 -0.0651
6 H 1.3352 -3.4224 -0.7197
7 H -1.1710 1.3158 -1.2441
8 H 0.0682 1.7780 0.0640
9 H -1.1903 -0.4052 1.4961

- Kohn-Sham gap: 0.298 hartree
- Highest occupied orbital energy: -8.8012 eV
- SMILES string: SP1C[C@H]1I
- Charge: 0

Entry b
An isolated molecule of C2H4IPS, computed with wB97M-V/def2-TZVPD.

CARTESIAN COORDINATES (ANGSTROEM)
1 S 1.4135 1.9246 -0.4280
2 P 0.1561 0.8196 0.8862
3 C -0.0048 -0.9696 0.2530
4 C -0.9985 0.0028 -0.4013
5 I -2.9883 -0.4754 0.0605
6 H 2.5662 1.5834 0.3343
7 H -0.2455 -1.7250 1.0570
8 H 0.8591 -1.4417 -0.4232
9 H -0.7579 0.2814 -1.3384

- Kohn-Sham gap: 0.342 hartree
- Highest occupied orbital energy: -8.9195 eV
- SMILES string: SP1C[C@H]1I
- Charge: 0

Least stable: entry a

Entry a
An isolated molecule of C6H5N, computed with wB97M-V/def2-TZVPD.

CARTESIAN COORDINATES (ANGSTROEM)
1 C -1.7789 0.1107 1.7385
2 C -1.2510 -0.4394 0.8069
3 C -0.6646 -1.0280 -0.3715
4 N 0.7119 -1.5113 -0.3861
5 C 0.4059 -0.2649 -1.0830
6 C 0.9229 0.9663 -0.5562
7 C 1.4889 1.9453 -0.1498
8 H -2.2052 0.6780 2.5344
9 H -1.3132 -1.6217 -1.0108
10 H 1.1951 -1.2876 0.4809
11 H 0.4510 -0.3290 -2.1632
12 H 2.0528 2.7825 0.1797

- Kohn-Sham gap: 0.383 hartree
- Highest occupied orbital energy: -9.3307 eV
- SMILES string: C#C[C@@H]1N[C@@H]1C#C
- Charge: 0

Entry b
An isolated molecule of C6H5N, computed with wB97M-V/def2-TZVPD.

CARTESIAN COORDINATES (ANGSTROEM)
1 C 0.7011 0.1329 2.3988
2 C 0.7374 0.4624 1.2414
3 C 0.7859 0.8914 -0.1401
4 N -0.4021 1.4254 -0.8002
5 C 0.0872 0.1146 -1.2155
6 C -0.5984 -1.0634 -0.8119
7 C -1.1423 -2.0498 -0.3376
8 H 0.6595 -0.1691 3.4227
9 H 1.7085 1.3829 -0.4335
10 H -1.2086 1.3084 -0.1886
11 H 0.5422 0.0815 -2.2003
12 H -1.8703 -2.5172 -0.9354

- Kohn-Sham gap: 0.386 hartree
- Highest occupied orbital energy: -9.5249 eV
- SMILES string: C#C[C@@H]1N[C@@H]1C#C
- Charge: 0

Least stable: entry b

Entry a
The ion C3H9N2 with charge +1, computed with wB97M-V/def2-TZVPD.

CARTESIAN COORDINATES (ANGSTROEM)
1 N -1.9081 -0.0779 0.3031
2 C -0.6148 -0.1488 -0.5562
3 C 0.3378 -1.1610 0.0198
4 N 1.3688 0.0137 0.3804
5 C 0.3897 0.9643 -0.2714
6 H -2.2300 -1.0168 0.6356
7 H -2.8331 0.2748 -0.0973
8 H -0.8305 -0.1389 -1.5674
9 H -0.1354 -1.6969 0.7825
10 H 0.8085 -1.7494 -0.7174
11 H 1.7020 0.4050 1.3082
12 H 2.2634 -0.2075 -0.1000
13 H 0.7711 1.4715 -1.2047
14 H 0.2220 1.7524 0.4904

- Kohn-Sham gap: 0.371 hartree
- Highest occupied orbital energy: -13.8110 eV
- SMILES string: NC1C[NH2+]C1
- Charge: +1

Entry b
The ion C3H9N2 with charge +1, computed with wB97M-V/def2-TZVPD.

CARTESIAN COORDINATES (ANGSTROEM)
1 C -1.5593 0.1115 1.0744
2 C -0.3806 0.0018 0.1216
3 N -0.6345 -0.0894 -1.2690
4 C 0.8762 -0.0352 0.5544
5 N 1.9156 -0.1099 -0.4963
6 H -1.4496 -0.4466 2.0003
7 H -1.6504 1.1483 1.4151
8 H -2.4243 -0.1546 0.4772
9 H -1.2690 0.6306 -1.6005
10 H -1.1600 -0.9401 -1.5014
11 H 1.2031 0.1390 1.5656
12 H 2.5489 0.6935 -0.3851
13 H 2.4732 -0.9692 -0.5214
14 H 1.5107 0.0203 -1.4349

- Kohn-Sham gap: 0.411 hartree
- Highest occupied orbital energy: -14.6617 eV
- SMILES string: C/C(N)=C/[NH3+]
- Charge: +1

Least stable: entry a

Entry a
A cluster of 2 separate species, C3H9N2 in total, computed with wB97M-V/def2-TZVPD.

CARTESIAN COORDINATES (ANGSTROEM)
1 C -2.1701 -0.6480 0.3928
2 C -1.3504 0.3858 -0.2388
3 C 1.5349 -0.1860 0.5007
4 N -2.6672 0.5682 -0.2628
5 N 1.5802 0.4086 -0.7945
6 H -2.2207 -1.5713 -0.0100
7 H -2.0378 -0.6775 1.5668
8 H -0.4996 0.7377 -0.7845
9 H 0.5146 0.2130 1.0079
10 H 1.5686 -1.2412 0.5188
11 H 2.2837 0.2337 1.0827
12 H -3.4835 1.1491 -0.1247
13 H 1.6367 -0.2569 -1.5097
14 H 2.3562 1.0118 -0.9312

- Kohn-Sham gap: 0.289 hartree
- Highest occupied orbital energy: -13.7360 eV
- Charge: +1

Entry b
A cluster of 2 separate species, C3H9N2 in total, computed with wB97M-V/def2-TZVPD.

CARTESIAN COORDINATES (ANGSTROEM)
1 C -0.7654 0.5571 -0.5797
2 C -1.6971 0.2705 0.4587
3 C 2.9897 0.0198 -0.1840
4 N 2.0935 -0.6111 0.4430
5 N -2.5350 -0.6448 0.2633
6 H -1.2111 0.2771 -1.4841
7 H 0.1823 -0.2082 -0.5166
8 H -0.1606 1.3546 -0.7153
9 H -1.7912 0.7704 1.4314
10 H 3.7061 0.5247 0.3407
11 H 2.9291 0.0096 -1.2445
12 H 2.2298 -0.6037 1.4321
13 H -2.7171 -0.9812 -0.6405
14 H -3.2531 -0.7347 0.9955

- Kohn-Sham gap: 0.330 hartree
- Highest occupied orbital energy: -13.7429 eV
- Charge: +1

Entry c
A cluster of 2 separate species, C3H9N2 in total, computed with wB97M-V/def2-TZVPD.

CARTESIAN COORDINATES (ANGSTROEM)
1 C -0.8059 -1.1769 0.6406
2 C -0.6622 -1.8523 -0.4825
3 C -0.4952 0.9058 1.7270
4 N -0.2702 0.1433 0.7401
5 H -1.2858 -1.5182 1.5440
6 H -0.1412 -1.3995 -1.3148
7 H -1.0336 -2.8574 -0.5958
8 H -0.0381 1.8869 1.7289
9 H -1.1235 0.5872 2.5476
10 H 0.3860 0.4794 -0.0474
11 N 1.2456 1.0787 -1.4037
12 H 0.5602 1.3319 -2.1081
13 H 1.7358 1.9286 -1.1453
14 H 1.9280 0.4625 -1.8306

- Kohn-Sham gap: 0.371 hartree
- Highest occupied orbital energy: -14.8404 eV
- Charge: +1

Least stable: entry a

Entry a
The ion C3H9N2 with charge +1, computed with wB97M-V/def2-TZVPD.

CARTESIAN COORDINATES (ANGSTROEM)
1 C -0.0259 -1.6382 0.2736
2 C 0.0136 -0.1309 0.2990
3 N 0.7906 0.6191 1.3341
4 C -0.6699 0.6990 -0.5569
5 N -0.6643 0.6046 -1.9339
6 H -0.9319 -2.0115 0.7669
7 H -0.4083 -1.8466 -0.7314
8 H 0.9359 -2.0705 0.5023
9 H 0.5240 0.1691 2.2185
10 H 1.7936 0.5604 1.1524
11 H 0.6053 1.6103 1.5120
12 H -1.2650 1.5645 -0.1835
13 H 0.3011 0.4646 -2.2043
14 H -0.9988 1.4059 -2.4489

- Kohn-Sham gap: 0.322 hartree
- Highest occupied orbital energy: -12.5395 eV
- SMILES string: C/C([NH3+])=C\N
- Charge: +1

Entry b
The ion C3H9N2 with charge +1, computed with wB97M-V/def2-TZVPD.

CARTESIAN COORDINATES (ANGSTROEM)
1 C 1.2731 -0.3238 -0.0777
2 C -0.8983 -0.7301 -0.5870
3 C -0.6781 1.4174 0.6087
4 N 0.9520 -1.5913 -0.6330
5 N -0.1428 0.0507 0.5052
6 H 2.2151 -0.4439 0.6774
7 H 1.3321 0.4868 -0.7937
8 H -1.2694 -0.0742 -1.4432
9 H -1.4333 -1.7008 -0.2475
10 H -1.7396 1.3377 0.5916
11 H -0.4457 1.7450 1.5642
12 H -0.2868 2.1584 -0.1375
13 H 1.3411 -1.9293 -1.4605
14 H -0.2195 -0.4025 1.4331

- Kohn-Sham gap (spin up / spin down): 0.350 / 0.350 hartree
- Highest occupied orbital energy (spin up / spin down): -14.3563 / -14.3569 eV
- Charge: +1

Least stable: entry b

Entry a
A structure of composition C2H6O4, computed with wB97M-V/def2-TZVPD.

CARTESIAN COORDINATES (ANGSTROEM)
1 C -0.4085 1.5773 -0.3896
2 C 0.7884 -0.9023 -0.8444
3 O 0.1526 -0.2091 1.7684
4 O 0.4686 0.2374 0.4646
5 O -0.1244 1.1946 -1.5602
6 O -1.1729 -0.7437 1.7816
7 H -1.0197 -1.6995 1.7210
8 H -1.4272 1.4282 0.0043
9 H 0.1120 2.4454 0.0416
10 H 1.4424 -1.5107 -0.2270
11 H -0.1541 -1.3677 -1.1062
12 H 1.3428 -0.4500 -1.6541

- Kohn-Sham gap: 0.347 hartree
- Highest occupied orbital energy: -9.0231 eV
- Charge: 0

Entry b
A cluster of 2 separate species, C2H6O4 in total, computed with wB97M-V/def2-TZVPD.

CARTESIAN COORDINATES (ANGSTROEM)
1 O 0.1170 1.2211 -0.3106
2 C 0.9277 0.3427 -0.2736
3 O 2.1789 0.5015 -0.8455
4 C 0.7083 -1.0629 0.4146
5 O -0.6145 -1.1719 0.8755
6 H 2.0406 1.3521 -1.3450
7 H 1.3991 -1.0961 1.2790
8 H 1.0384 -1.8320 -0.3099
9 H -0.5272 -0.7651 1.7628
10 O -2.6220 0.5847 -0.1757
11 H -2.9976 1.2770 -0.7654
12 H -1.6488 0.6489 -0.3063

- Kohn-Sham gap: 0.403 hartree
- Highest occupied orbital energy: -10.4760 eV
- SMILES string: O=C(O)CO.O
- Charge: 0

Least stable: entry a

Entry a
A structure of composition C36H34N13O2S2Tl, computed with wB97M-V/def2-TZVPD.

CARTESIAN COORDINATES (ANGSTROEM)
1 Tl 0.9101 1.8815 1.3282
2 C -3.6160 -0.1603 0.9091
3 C -2.6200 0.9662 0.9939
4 N -1.7760 1.0564 1.9497
5 N -1.7430 0.0219 2.8187
6 C -0.8290 0.0167 3.8363
7 N -0.6364 -1.2183 4.3437
8 S -0.0342 1.3623 4.4234
9 C -2.5184 1.9811 -0.0915
10 C -3.1762 1.8105 -1.3105
11 C -2.9841 2.7365 -2.3237
12 C -2.1434 3.8126 -2.1040
13 C -1.5228 3.8994 -0.8660
14 N -1.6982 3.0181 0.1089
15 H -4.0886 -0.2935 1.8858
16 H -3.1124 -1.0980 0.6563
17 H -4.4027 0.0288 0.1855
18 H -1.9877 -0.8866 2.4345
19 H -0.8815 -2.0378 3.8008
20 H 0.1242 -1.3158 4.9929
21 H -3.8130 0.9563 -1.4883
22 H -3.4858 2.6119 -3.2759
23 H -1.9665 4.5588 -2.8677
24 H -0.8363 4.7132 -0.6430
25 C 2.5251 7.8691 2.1886
26 C 3.3785 6.6656 2.0293
27 N 4.5613 6.6329 1.5073
28 N 4.9222 5.3183 1.6035
29 C 3.9945 4.5187 2.1703
30 S 4.0474 2.8986 2.5345
31 N 2.9989 5.4112 2.4352
32 N 1.7685 5.0332 2.9750
33 H 3.0836 8.7448 1.8691
34 H 2.2334 8.0011 3.2330
35 H 1.6170 7.7853 1.5870
36 H 5.8132 5.0072 1.2632
37 H 1.3915 5.8135 3.4971
38 H 1.9464 4.2525 3.6040
39 N -3.6682 -2.3937 -7.8339
40 C -3.0390 -1.7926 -7.0818
41 C -2.2458 -1.0374 -6.1469
42 C -1.2027 -0.2377 -6.6083
43 C -0.4344 0.4868 -5.7165
44 C -0.7091 0.4311 -4.3544
45 C -1.7531 -0.3655 -3.8917
46 C -2.5114 -1.1010 -4.7819
47 N 0.0656 1.1741 -3.4353
48 C 0.8172 2.3111 -3.6889
49 C 1.3582 2.6727 -2.4944
50 N 0.9717 1.7840 -1.5143
51 C 0.2075 0.9103 -2.1016
52 H -0.9905 -0.1954 -7.6680
53 H 0.3949 1.0769 -6.0826
54 H -1.9834 -0.4014 -2.8344
55 H -3.3208 -1.7216 -4.4218
56 H 0.8719 2.7688 -4.6619
57 H 2.0009 3.5112 -2.2728
58 H -0.2431 0.0628 -1.6023
59 O 2.6942 -0.2392 0.8070
60 C 1.8394 -1.1035 0.9635
61 N 2.0905 -2.4544 1.0608
62 C 0.8666 -3.2168 1.1743
63 C -0.1583 -2.0253 1.1915
64 O -1.3697 -2.2203 1.3468
65 N 0.4797 -0.8580 1.0852
66 C 0.7220 -3.9297 2.5136
67 C 1.6334 -3.7132 3.5405
68 C 1.4260 -4.2664 4.8005
69 C 0.2985 -5.0348 5.0488
70 C -0.6169 -5.2567 4.0249
71 C -0.4069 -4.7099 2.7678
72 C 0.6484 -4.1010 -0.0510
73 C 0.9280 -5.4633 -0.0237
74 C 0.7848 -6.2384 -1.1687
75 C 0.3600 -5.6594 -2.3548
76 C 0.0877 -4.2970 -2.3929
77 C 0.2330 -3.5267 -1.2501
78 H 2.9870 -2.8429 0.8260
79 H 2.5074 -3.0998 3.3595
80 H 2.1469 -4.0885 5.5901
81 H 0.1327 -5.4597 6.0318
82 H -1.5013 -5.8545 4.2097
83 H -1.1295 -4.8764 1.9795
84 H 1.2569 -5.9213 0.9019
85 H 1.0057 -7.2993 -1.1332
86 H 0.2411 -6.2627 -3.2460
87 H -0.2424 -3.8358 -3.3166
88 H 0.0250 -2.4624 -1.2872

- Kohn-Sham gap: 0.264 hartree
- Highest occupied orbital energy: -7.3893 eV
- Charge: 0

Entry b
A structure of composition C36H34N13O2S2Tl, computed with wB97M-V/def2-TZVPD.

CARTESIAN COORDINATES (ANGSTROEM)
1 Tl -2.9955 -1.1791 1.9555
2 C 1.1078 -4.4228 2.7725
3 C -0.1820 -3.9117 2.1987
4 N -1.1093 -3.3822 2.8909
5 N -0.8178 -3.1590 4.2129
6 C -1.8298 -2.8485 5.0805
7 N -1.3817 -2.2620 6.2139
8 S -3.4223 -3.2316 4.8388
9 C -0.4281 -3.9701 0.7280
10 C 0.5297 -4.4790 -0.1437
11 C 0.2831 -4.4503 -1.5085
12 C -0.9060 -3.9178 -1.9630
13 C -1.8040 -3.4245 -1.0225
14 N -1.5770 -3.4390 0.2841
15 H 0.9475 -4.7408 3.8018
16 H 1.4837 -5.2730 2.2094
17 H 1.8841 -3.6530 2.7799
18 H 0.0949 -2.7355 4.3908
19 H -0.4851 -1.8003 6.2312
20 H -2.0851 -1.9637 6.8669
21 H 1.4593 -4.8860 0.2242
22 H 1.0184 -4.8374 -2.2026
23 H -1.1348 -3.8616 -3.0166
24 H -2.7482 -2.9913 -1.3332
25 C 2.4740 -1.0076 -0.8191
26 C 2.7393 -0.9872 0.6387
27 N 3.8996 -1.0543 1.2125
28 N 3.6112 -0.9848 2.5494
29 C 2.3026 -0.8724 2.8229
30 S 1.6028 -0.7373 4.3493
31 N 1.7392 -0.8780 1.5845
32 N 0.3727 -0.7843 1.3347
33 H 3.4234 -1.0648 -1.3445
34 H 1.9232 -0.1154 -1.1225
35 H 1.8612 -1.8722 -1.0862
36 H 4.3437 -0.9918 3.2363
37 H 0.0711 -1.5983 0.8063
38 H 0.2293 0.0249 0.7202
39 N 6.0970 4.1679 1.6847
40 C 4.9681 3.9653 1.7524
41 C 3.5545 3.7115 1.8370
42 C 2.6933 4.2279 0.8714
43 C 1.3373 3.9684 0.9452
44 C 0.8381 3.2066 1.9949
45 C 1.6903 2.6969 2.9655
46 C 3.0475 2.9418 2.8809
47 N -0.5407 2.9047 2.0546
48 C -1.5902 3.6591 1.5697
49 C -2.6959 2.8784 1.6958
50 N -2.3503 1.6548 2.2234
51 C -1.0689 1.7171 2.4609
52 H 3.0923 4.8121 0.0540
53 H 0.6732 4.3194 0.1672
54 H 1.2996 2.1042 3.7818
55 H 3.7161 2.5425 3.6317
56 H -1.4537 4.6624 1.2076
57 H -3.7082 3.1083 1.4079
58 H -0.4562 0.9136 2.8429
59 O -3.9941 -0.8739 -0.6639
60 C -2.9775 -0.3445 -1.1073
61 N -2.8010 0.0105 -2.4297
62 C -1.5356 0.7072 -2.5989
63 C -0.9908 0.5873 -1.1452
64 O 0.1027 1.0476 -0.7998
65 N -1.8576 -0.0647 -0.3662
66 C -1.7521 2.1668 -2.9832
67 C -2.1003 3.0934 -2.0047
68 C -2.3778 4.4063 -2.3474
69 C -2.3094 4.8131 -3.6740
70 C -1.9630 3.8962 -4.6534
71 C -1.6837 2.5791 -4.3091
72 C -0.5893 -0.0174 -3.5495
73 C 0.7301 0.4193 -3.6715
74 C 1.6099 -0.2348 -4.5179
75 C 1.1834 -1.3244 -5.2692
76 C -0.1301 -1.7511 -5.1646
77 C -1.0105 -1.1032 -4.3041
78 H -3.6104 0.2263 -2.9897
79 H -2.1494 2.7898 -0.9652
80 H -2.6476 5.1170 -1.5756
81 H -2.5236 5.8399 -3.9407
82 H -1.9062 4.2029 -5.6898
83 H -1.4041 1.8720 -5.0792
84 H 1.0576 1.2732 -3.0932
85 H 2.6321 0.1128 -4.6007
86 H 1.8695 -1.8276 -5.9381
87 H -0.4779 -2.5892 -5.7556
88 H -2.0317 -1.4489 -4.2148

- Kohn-Sham gap: 0.292 hartree
- Highest occupied orbital energy: -8.1786 eV
- Charge: 0

Least stable: entry a

Entry a
An isolated molecule of C4H3NO3, computed with wB97M-V/def2-TZVPD.

CARTESIAN COORDINATES (ANGSTROEM)
1 N -2.4070 -1.4375 -0.7054
2 C -1.9756 -0.5159 -0.1413
3 C -1.2756 0.5152 0.2585
4 O -1.7378 1.4518 0.9683
5 C 0.0284 0.7999 -0.2673
6 O -0.0043 1.9550 -0.7727
7 C 1.3942 -0.2145 -0.2426
8 O 0.8701 -1.1794 0.6131
9 H 1.5449 -0.6525 -1.2951
10 H 2.4023 0.4105 0.0772
11 H 1.1605 -1.1326 1.5074

- Kohn-Sham gap: 0.320 hartree
- Highest occupied orbital energy: -10.3418 eV
- SMILES string: N#CC(=O)C(=O)CO
- Charge: 0

Entry b
An isolated molecule of C4H3NO3, computed with wB97M-V/def2-TZVPD.

CARTESIAN COORDINATES (ANGSTROEM)
1 O -1.9252 -0.7113 1.3018
2 C -0.9921 -0.3560 0.6248
3 C 0.1443 0.5863 1.0164
4 N 0.9723 0.5588 -0.1676
5 C 0.5838 -0.1780 -1.2198
6 O 1.1863 -0.3434 -2.2611
7 C -0.7258 -0.8408 -0.7780
8 O -1.3579 -1.6676 -1.4025
9 H -0.2815 1.5740 1.2037
10 H 0.6320 0.1994 1.9417
11 H 1.7638 1.1787 -0.2594

- Kohn-Sham gap: 0.300 hartree
- Highest occupied orbital energy: -9.8030 eV
- SMILES string: O=C1CNC(=O)C1=O
- Charge: 0

Least stable: entry a